{"formula": "C10H18N3O", "method": "the ωB97M-V functional and the def2-TZVPD basis", "de_lowest_kj_mol": 242.06, "orbital_gap_ev": [10.3, 6.5], "lumo_ev": [-7.085, -10.910], "multiplicity": 2, "homo_ev": [-17.42, -17.42], "fmax_ev_per_a": 3.09, "e_tot_ha": -630.679216, "mol_weight_g_mol": 196.3, "charge": 2, "species": ["C", "C", "C", "C", "C", "C", "C", "O", "H", "H", "H", "H", "H", "H", "H", "H", "C", "C", "C", "N", "N", "N", "H", "H", "H", "H", "H", "H", "H", "H", "H", "H"], "xyz": [[1.659, -1.253, 4.189], [2.283, -0.949, 0.007], [1.951, -2.197, 0.467], [2.696, 0.111, 0.843], [1.570, -2.284, 1.806], [2.340, 0.026, 2.164], [1.757, -1.225, 2.688], [2.236, -0.702, -1.382], [3.188, -0.563, -1.543], [1.947, -3.003, -0.255], [3.169, 0.960, 0.372], [0.973, -3.176, 1.993], [2.664, 0.880, 2.738], [2.635, -1.609, 4.560], [0.943, -2.014, 4.587], [1.249, -0.267, 4.430], [-3.158, 1.579, -2.646], [-3.854, 0.393, -1.973], [-1.000, 1.396, -1.407], [-1.683, 1.684, -2.519], [0.311, 1.066, -1.633], [-1.602, 1.277, -0.205], [-3.232, 1.372, -3.712], [-3.730, 2.529, -2.538], [-4.057, 0.684, -0.924], [-3.213, -0.495, -1.857], [-1.257, 1.373, -3.387], [0.536, 0.154, -2.012], [0.906, 1.166, -0.820], [-2.521, 1.716, -0.144], [-1.020, 1.432, 0.607], [-4.687, -0.059, -2.494]]}